An isolated molecule of C3H6N2O. Source: the OMol25 dataset; level of theory: ωB97M-V/def2-TZVPD.

Last columns: bonded neighbours and bond lengths (Å).
Element x y z (Å)
1 N 1.2937 1.5340 0.5106  C2 1.353, H7 1.011, H8 1.011
2 C 1.1594 0.2899 -0.0041  N1 1.353, N3 1.261, C4 1.428
3 N 1.5024 -0.5582 -0.8720  C2 1.261, C4 1.531
4 C 0.2802 -0.8352 0.0070  C2 1.428, N3 1.531, C5 1.521, H9 1.091
5 C -1.1019 -0.7393 -0.6201  C4 1.521, O6 1.420, H10 1.104, H11 1.093
6 O -2.1318 -0.5544 0.3392  C5 1.420, H12 0.966
7 H 1.2953 1.5120 1.5218  N1 1.011
8 H 1.8839 2.2031 0.0351  N1 1.011
9 H 0.3528 -1.5380 0.8381  C4 1.091
10 H -1.1336 0.0526 -1.3887  C5 1.104
11 H -1.3427 -1.6898 -1.1030  C5 1.093
12 H -2.0577 0.3232 0.7361  O6 0.966

Its SMILES is NC1=N[C@@H]1CO. The calculation puts the largest force on an atom at 0.8 eV Å⁻¹. As for the frontier orbital gap: 10.199 eV. The LUMO energy comes out at 0.6906 eV.